21
Properties=species:S:1:pos:R:3 method="wB97M-V/def2-TZVPD" e_lumo_ev=0.72 total_charge=0 smiles="C=C/C(C)=C/N.O.O" largest_force_ev_per_a=1.99 homo_energy_ev=-7.83 multiplicity=1
C 0.304 -1.085 -2.277
N -1.139 1.389 -1.967
C -0.245 0.943 -0.996
C 0.539 -0.136 -1.128
C 1.590 -0.489 -0.175
C 2.805 -0.035 0.111
H -0.645 -1.592 -2.088
H 1.066 -1.875 -2.350
H 0.427 -0.555 -3.219
H -1.011 1.123 -2.925
H -1.631 2.260 -1.817
H -0.096 1.659 -0.193
H 1.228 -1.385 0.340
H 3.170 0.855 -0.395
H 3.417 -0.225 0.978
H 0.493 0.388 2.353
H -0.863 0.605 2.912
O 0.010 0.319 3.180
H -3.144 -1.538 1.704
H -2.346 -1.064 2.945
O -2.723 -0.757 2.123



84
Properties=species:S:1:pos:R:3 method="wB97M-V/def2-TZVPD" e_lumo_ev="0.25 / -0.74" total_charge=0 largest_force_ev_per_a=2.55 homo_energy_ev="-6.73 / -8.09" multiplicity=3
O -0.457 -1.465 0.214
O -2.145 -0.200 -3.507
C 0.589 -2.305 -0.309
C 1.185 -3.291 0.687
H 1.368 -1.614 -0.650
H 0.161 -2.839 -1.177
H 1.430 -2.828 1.650
H 2.118 -3.711 0.292
H 0.523 -4.143 0.864
C -1.432 -2.217 0.966
C -2.522 -2.804 0.070
H -1.853 -1.534 1.718
H -0.931 -3.023 1.525
H -2.887 -2.085 -0.672
H -3.361 -3.120 0.710
H -2.135 -3.685 -0.471
C -3.250 0.717 -3.708
C -2.082 -1.257 -4.485
C -4.406 0.431 -2.764
H -3.606 0.651 -4.754
H -2.835 1.723 -3.534
H -4.843 -0.550 -2.994
H -5.187 1.189 -2.891
H -4.077 0.458 -1.719
C -3.343 -2.098 -4.568
H -1.215 -1.872 -4.205
H -1.885 -0.785 -5.463
H -3.648 -2.469 -3.585
H -3.165 -2.967 -5.207
H -4.164 -1.533 -5.022
H -0.435 0.435 -2.262
Pd 0.943 0.514 2.015
C 0.014 1.462 -2.193
Si 0.846 2.010 -3.818
H -0.811 2.151 -1.976
H 0.715 1.503 -1.338
C 1.719 0.542 -4.607
C 2.134 3.362 -3.590
C -0.279 2.642 -5.199
C 2.542 0.150 1.006
Si 3.651 1.214 2.102
H 2.301 0.442 -0.032
H 2.601 -0.956 1.027
C 4.359 2.619 1.074
C 5.021 0.078 2.693
C 2.856 2.052 3.598
H 0.330 2.763 -6.111
H -0.723 3.620 -4.969
H -1.092 1.943 -5.435
H 2.574 0.213 -4.003
H 2.097 0.807 -5.608
H 1.033 -0.306 -4.724
H 2.745 3.214 -2.691
H 1.671 4.357 -3.525
H 2.813 3.368 -4.458
H 5.265 -0.667 1.920
H 4.743 -0.445 3.618
H 5.923 0.678 2.895
H 2.947 1.441 4.507
H 1.789 2.304 3.439
H 3.403 2.999 3.752
H 5.237 3.037 1.591
H 3.625 3.427 0.938
H 4.677 2.260 0.085
C 1.658 -2.065 5.684
C 0.472 -1.836 6.388
C -0.527 -1.104 5.761
C -0.279 -0.462 4.532
N 0.910 -0.629 3.919
C 1.807 -1.512 4.402
C -1.319 0.235 3.791
C -2.660 0.316 4.231
C -3.594 1.008 3.477
C -3.271 1.448 2.188
C -1.970 1.231 1.673
C -1.015 0.716 2.523
H 2.453 -2.688 6.102
H 0.311 -2.237 7.392
H -1.538 -1.040 6.176
H 2.642 -1.797 3.751
H -2.938 -0.186 5.155
H -4.584 1.194 3.896
H -4.034 1.939 1.582
H -1.702 1.466 0.644